Entry 1:
C19H22AlO2 as an isolated structure, computed with the ωB97M-V functional and the def2-TZVPD basis.

Last column: Mulliken charge in e.
Atoms and positions in Å:
C: -5.092 0.153 1.650  -1.8518
C: -3.759 -0.603 1.582  1.0648
C: -3.970 -2.033 2.056  -1.6906
C: -3.161 -0.446 0.159  -1.0113
C: -2.674 -1.712 -0.586  -0.5238
Al: -3.501 -1.818 -2.466  0.0898
H: -5.527 0.109 2.646  0.4572
H: -5.774 -0.249 0.905  0.4010
H: -4.907 1.192 1.385  0.4164
H: -3.101 -0.101 2.292  0.1268
H: -4.431 -2.664 1.304  0.3556
H: -4.637 -2.025 2.919  0.4633
H: -3.048 -2.498 2.394  0.3317
H: -2.326 0.253 0.224  0.2763
H: -3.895 0.073 -0.457  0.5405
H: -1.601 -1.627 -0.761  0.0663
H: -2.821 -2.647 -0.053  0.4924
H: -3.338 -3.321 -3.074  -0.2890
H: -2.695 -0.803 -3.451  -0.2903
H: -5.058 -1.369 -2.438  -0.2840
C: 1.235 0.086 2.853  -0.6610
C: 0.285 -0.210 1.879  0.0390
C: 0.594 -0.058 0.539  -0.4346
C: 1.854 0.399 0.169  -0.2254
C: 2.803 0.710 1.145  0.2308
C: 2.490 0.545 2.489  -0.6129
C: 4.143 1.232 0.765  0.6387
O: 4.978 1.498 1.607  -0.6891
C: 4.438 1.427 -0.685  0.1283
C: 5.666 1.958 -1.063  -0.5281
C: 5.959 2.135 -2.404  -0.4606
C: 5.029 1.776 -3.376  -0.4587
C: 3.804 1.250 -3.006  -0.5216
C: 3.502 1.080 -1.661  0.0449
C: 2.167 0.537 -1.278  0.5089
O: 1.347 0.220 -2.108  -0.6085
H: 0.992 -0.041 3.900  0.4027
H: -0.698 -0.562 2.164  0.4063
H: -0.139 -0.294 -0.223  0.4659
H: 3.230 0.779 3.242  0.4614
H: 6.384 2.231 -0.303  0.4592
H: 6.914 2.552 -2.696  0.3893
H: 5.263 1.911 -4.424  0.3876
H: 3.074 0.972 -3.754  0.4960

Properties
Frontier orbital gap in hartree: 0.19894
2S+1: 1
Total charge: -1

=====

Entry 2:
C19H22BClF16InO4 as an isolated structure in a non-equilibrium geometry, computed with the ωB97M-V functional and the def2-TZVPD basis.

Last column: Mulliken charge in e.
Atoms and positions in Å:
C: 6.069 -0.621 1.567  -0.5398
C: 5.578 -0.582 -0.025  -0.6975
In: 3.957 -2.136 -0.367  0.6739
Cl: 4.129 -3.141 -2.677  -0.5739
C: 4.233 -3.871 1.132  -0.8121
B: 3.001 -4.943 0.749  0.6685
O: 3.128 -5.709 -0.531  -0.5437
O: 1.789 -5.141 1.569  -0.6235
C: 1.841 -1.383 -0.046  0.0512
C: 1.509 -0.337 1.172  -0.3374
C: -0.083 0.112 1.351  -0.1772
C: -1.247 -0.479 0.346  -0.3931
C: -0.925 -1.517 -0.909  -0.1413
C: 0.672 -1.973 -1.081  -0.3278
H: 5.763 -1.662 2.040  0.1542
H: 7.234 -0.521 1.612  0.2642
H: 5.561 0.282 2.112  0.0763
H: 5.319 0.497 -0.404  0.2027
H: 6.529 -0.960 -0.640  0.1959
H: 4.087 -3.401 2.215  0.1317
H: 5.306 -4.374 1.017  0.1543
H: 2.184 -5.649 -0.919  0.2677
H: 1.926 -4.818 2.510  0.2879
H: 2.382 0.042 1.856  0.2740
H: -0.316 0.836 2.250  0.2095
H: -2.373 -0.165 0.511  0.1529
H: -1.774 -1.939 -1.633  0.1678
H: 0.943 -2.736 -1.937  0.2475
C: 1.667 5.653 1.232  -0.6467
C: 2.812 5.831 2.240  0.8342
C: 3.674 4.593 2.451  0.1172
F: 2.967 3.556 2.955  -0.2184
F: 4.664 4.849 3.351  -0.2907
F: 2.305 6.288 3.417  -0.2834
F: 3.614 6.836 1.768  -0.3387
O: 0.378 5.384 1.791  -0.4210
C: 0.106 4.012 2.066  0.7721
C: -0.146 3.745 3.555  0.1725
F: 0.935 4.074 4.308  -0.2158
F: -0.390 2.427 3.783  -0.2409
F: 1.098 3.245 1.554  -0.2155
F: -1.010 3.708 1.349  -0.3147
H: 1.545 6.621 0.728  0.4023
H: 1.919 4.956 0.425  0.3346
H: 4.150 4.274 1.521  0.2954
H: -1.000 4.322 3.919  0.2360
C: -6.960 -1.510 -4.077  -0.6845
C: -5.649 -2.108 -4.611  0.8715
C: -5.136 -3.315 -3.836  0.1011
F: -4.845 -3.012 -2.550  -0.1801
F: -3.980 -3.779 -4.386  -0.2759
F: -4.707 -1.128 -4.683  -0.2584
F: -5.878 -2.496 -5.905  -0.3371
O: -6.825 -0.364 -3.233  -0.4084
C: -6.604 -0.645 -1.852  0.7539
C: -5.262 -0.103 -1.346  0.2341
F: -4.218 -0.656 -2.016  -0.1820
F: -5.078 -0.398 -0.032  -0.2814
F: -6.752 -1.973 -1.634  -0.2644
F: -7.625 -0.041 -1.186  -0.3034
H: -7.508 -1.138 -4.952  0.4059
H: -7.622 -2.267 -3.642  0.3278
H: -5.858 -4.135 -3.848  0.2477
H: -5.204 0.982 -1.468  0.2419

Properties
Frontier orbital gap in hartree: 0.25220
2S+1: 1
Total charge: -1

=====

Entry 3:
One molecule with the formula C19H22BrNO4, computed with the ωB97M-V functional and the def2-TZVPD basis.

Last column: Mulliken charge in e.
Atoms and positions in Å:
C: -5.709 1.983 -2.673  0.2409
C: -4.544 2.256 -2.710  -0.4344
C: -3.122 2.544 -2.702  -0.9472
N: -2.372 1.488 -2.057  -0.0828
C: -1.425 0.777 -2.703  0.1147
O: -1.058 1.014 -3.838  -0.6994
C: -0.833 -0.327 -1.890  0.8223
C: 0.098 -1.130 -2.403  -1.1360
C: 0.698 -2.270 -1.644  0.4748
C: 2.125 -1.999 -1.215  -0.0163
C: 2.688 -0.733 -1.290  -0.0555
C: 3.985 -0.508 -0.863  -0.8004
C: 4.722 -1.564 -0.360  0.0295
Br: 6.506 -1.262 0.240  -0.2082
C: 4.189 -2.839 -0.287  -0.6725
C: 2.892 -3.047 -0.718  -0.4096
C: -0.200 -2.578 -0.434  -1.1835
C: -0.614 -1.279 0.255  -0.0514
O: 0.540 -0.660 0.733  -0.1100
C: 0.341 0.515 1.503  -0.6315
C: 0.009 0.208 2.965  -0.3416
C: 0.000 1.459 3.841  -0.6280
C: -1.185 2.385 3.552  -0.4066
O: -1.190 3.525 4.376  -0.5347
O: -1.341 -0.434 -0.614  -0.4799
H: -6.735 1.764 -2.668  0.4088
H: -2.947 3.499 -2.190  0.3197
H: -2.746 2.612 -3.729  0.3509
H: -2.659 1.185 -1.139  0.2625
H: 0.428 -0.943 -3.413  0.4986
H: 0.712 -3.155 -2.293  0.6648
H: 2.109 0.090 -1.679  0.4629
H: 4.417 0.479 -0.920  0.4454
H: 4.778 -3.656 0.100  0.4214
H: 2.475 -4.042 -0.668  0.4564
H: -1.106 -3.088 -0.765  0.4100
H: 0.321 -3.202 0.291  0.5461
H: -1.324 -1.485 1.074  0.2532
H: 1.292 1.049 1.443  0.3240
H: -0.440 1.130 1.043  0.3026
H: 0.763 -0.489 3.337  0.2654
H: -0.964 -0.285 3.028  0.2432
H: -0.051 1.151 4.890  0.4430
H: 0.928 2.017 3.702  0.2453
H: -2.126 1.826 3.664  0.2696
H: -1.131 2.773 2.533  0.2308
H: -1.191 3.245 5.298  0.3230

Properties
Frontier orbital gap in hartree: 0.34324
2S+1: 1
SMILES string: C#CCNC(=O)C1=C[C@@H](c2ccc(Br)cc2)C[C@@H](OCCCCO)O1

=====

Entry 4:
A 3-piece molecular cluster, C19H22Cl2F16O6S overall in a non-equilibrium geometry, computed with the ωB97M-V functional and the def2-TZVPD basis.

Last column: Mulliken charge in e.
Atoms and positions in Å:
C: 3.823 0.924 0.587  -1.1876
C: 2.459 0.186 1.085  0.4458
Cl: 2.993 -1.259 2.080  -0.1304
C: 1.640 -0.162 -0.250  -1.3614
C: 0.154 -0.735 -0.042  0.3081
C: 0.170 -2.350 0.220  -0.1717
C: -0.891 -2.826 1.321  -0.5491
O: -0.603 -2.364 2.675  -0.3169
S: -0.664 -0.676 2.758  1.0987
O: 0.429 -0.073 3.589  -0.5883
O: -1.983 -0.322 3.421  -0.6381
C: -0.749 0.050 1.021  -0.4394
C: -0.561 1.637 1.055  -0.5680
C: -1.968 2.358 0.698  0.0843
O: -2.051 2.918 -0.427  -0.5872
Cl: -3.389 2.401 1.828  -0.0949
H: 4.322 0.283 -0.211  0.2937
H: 3.475 1.913 0.102  0.3052
H: 4.491 1.201 1.463  0.3630
H: 1.958 0.930 1.784  0.1585
H: 2.259 -0.961 -0.811  0.4456
H: 1.573 0.746 -0.952  0.4471
H: -0.381 -0.625 -1.061  0.4418
H: -0.133 -2.879 -0.761  0.3549
H: 1.208 -2.749 0.485  -0.3543
H: -0.848 -3.976 1.370  0.4245
H: -1.962 -2.581 0.974  0.2287
H: -1.844 -0.136 0.705  0.6507
H: -0.291 1.983 2.124  0.4900
H: 0.189 2.059 0.316  0.3007
F: 2.976 -6.686 1.480  -0.2394
C: 2.502 -5.507 1.040  0.2070
F: 1.211 -5.730 0.672  -0.2721
C: 3.300 -4.954 -0.142  0.8481
F: 3.205 -5.764 -1.223  -0.2869
F: 2.722 -3.770 -0.510  -0.1970
C: 4.789 -4.657 0.137  -0.8536
O: 5.742 -5.648 -0.271  -0.4291
C: 5.994 -6.716 0.619  0.7759
F: 5.432 -6.452 1.813  -0.2775
F: 7.330 -6.718 0.829  -0.2987
C: 5.571 -8.073 0.043  0.2044
F: 4.257 -8.099 -0.262  -0.2063
F: 5.784 -9.063 0.943  -0.2542
H: 2.493 -4.801 1.875  0.2925
H: 5.040 -3.787 -0.477  0.4305
H: 4.961 -4.328 1.164  0.3747
H: 6.133 -8.302 -0.865  0.2329
F: -6.678 5.786 -2.876  -0.2008
C: -6.510 7.051 -3.299  0.1000
F: -6.669 7.023 -4.648  -0.2783
C: -5.135 7.617 -2.941  0.8968
F: -4.147 6.932 -3.564  -0.2673
F: -5.075 8.891 -3.432  -0.3325
C: -4.811 7.705 -1.433  -0.7310
O: -4.018 6.651 -0.870  -0.3723
C: -4.690 5.479 -0.454  0.7312
F: -6.021 5.694 -0.463  -0.2859
F: -4.352 5.300 0.844  -0.2648
C: -4.273 4.245 -1.262  0.2459
F: -4.517 4.407 -2.584  -0.2333
F: -4.974 3.151 -0.867  -0.2765
H: -7.311 7.667 -2.883  0.2794
H: -4.186 8.594 -1.314  0.4053
H: -5.699 7.910 -0.829  0.3155
H: -3.203 4.036 -1.136  0.3636

Properties
Frontier orbital gap in hartree: 0.38227
2S+1: 1
SMILES string: C[C@H](Cl)C[C@H]1CCOS(=O)(=O)[C@H]1CC(=O)Cl.FC(F)C(F)(F)COC(F)(F)C(F)F.FC(F)C(F)(F)COC(F)(F)C(F)F

=====

Entry 5:
A 9-piece molecular cluster, C19H22Cl33N4O overall in a non-equilibrium geometry, computed with the ωB97M-V functional and the def2-TZVPD basis.

Last column: Mulliken charge in e.
Atoms and positions in Å:
C: 0.207 -6.350 0.040  -0.9907
C: 1.401 -5.377 0.524  -0.4500
N: 0.766 -4.090 0.912  -0.1465
C: 1.098 -3.003 -0.004  -0.7999
N: 1.129 -3.189 -1.308  0.2392
C: 1.425 -2.119 -2.293  0.5393
C: 1.637 -2.828 -3.703  -0.7966
N: 0.798 -3.695 -4.163  -0.3417
N: 1.315 -1.718 0.606  0.4954
C: 0.234 -0.740 0.399  -0.1015
C: -1.199 -1.481 0.418  0.2536
C: -2.236 -0.393 0.991  -1.2258
Cl: -1.806 -1.906 -1.249  -0.0749
C: 2.702 -1.233 0.582  -0.7015
C: 2.735 0.439 0.399  0.4891
C: 2.714 0.939 -1.163  -0.1750
O: 3.967 0.985 -0.209  -0.4828
H: -0.645 -6.291 0.795  0.3161
H: 0.522 -7.424 -0.040  0.3741
H: -0.191 -5.918 -0.928  0.2358
H: 1.959 -5.881 1.369  0.3884
H: 2.119 -5.315 -0.340  0.2511
H: -0.249 -4.183 1.006  0.2666
H: 0.938 -4.113 -1.728  0.3422
H: 0.587 -1.381 -2.425  0.2585
H: 2.373 -1.556 -2.091  -0.2024
H: 2.557 -2.612 -4.321  0.3876
H: 1.135 -4.040 -5.073  0.1709
H: 0.150 0.014 1.243  -0.0119
H: 0.252 -0.220 -0.614  0.2143
H: -1.235 -2.329 1.163  0.2003
H: -1.857 0.048 1.951  0.2789
H: -2.421 0.383 0.187  0.3469
H: -3.215 -0.913 1.241  0.3996
H: 3.370 -1.620 -0.236  0.4170
H: 3.252 -1.363 1.556  0.2912
H: 2.148 1.083 1.173  0.2442
H: 3.263 0.337 -1.932  0.3368
H: 2.398 2.005 -1.361  -0.1729
C: -3.932 2.199 4.167  0.2441
Cl: -5.401 1.427 3.539  -0.0905
Cl: -2.832 0.955 4.795  -0.0682
Cl: -3.135 3.103 2.860  -0.0447
Cl: -4.364 3.313 5.476  -0.0749
C: 0.527 3.140 5.031  0.2555
Cl: 0.554 1.761 6.146  -0.0955
Cl: -0.768 4.256 5.500  -0.0630
Cl: 2.085 3.983 5.093  -0.0971
Cl: 0.235 2.558 3.376  -0.0092
C: 0.586 -3.356 -8.912  0.2976
Cl: -1.134 -3.715 -9.145  0.0103
Cl: 1.320 -2.933 -10.468  -0.0856
Cl: 0.759 -1.992 -7.786  -0.1060
Cl: 1.404 -4.785 -8.243  -0.1170
C: -4.311 -4.700 -3.636  0.2788
Cl: -4.315 -4.561 -1.864  -0.1067
Cl: -2.758 -4.121 -4.277  -0.0523
Cl: -4.544 -6.397 -4.095  -0.0785
Cl: -5.633 -3.720 -4.297  -0.0753
C: 3.544 7.558 7.113  0.2513
Cl: 2.073 6.781 6.493  -0.0320
Cl: 4.660 6.315 7.713  -0.1030
Cl: 4.323 8.473 5.807  -0.0953
Cl: 3.118 8.661 8.435  -0.0135
C: -5.094 -4.229 -9.207  0.2944
Cl: -5.533 -2.627 -9.830  -0.0893
Cl: -4.373 -4.059 -7.592  0.0014
Cl: -6.549 -5.237 -9.092  -0.0986
Cl: -3.937 -4.994 -10.317  -0.1034
C: 0.176 11.343 9.825  0.3687
Cl: 0.084 13.102 10.031  -0.0891
Cl: 1.728 10.755 10.455  -0.0992
Cl: -1.152 10.572 10.713  -0.0915
Cl: 0.048 10.941 8.101  -0.0912
C: 1.687 5.454 -0.657  0.2820
Cl: 1.382 4.543 0.839  0.0107
Cl: 0.152 5.756 -1.491  -0.0929
Cl: 2.454 6.999 -0.251  -0.0916
Cl: 2.769 4.526 -1.718  -0.1027

Properties
Frontier orbital gap in hartree: 0.30667
2S+1: 1
Total charge: +1

=====

Entry 6:
C19H22ClLuN2NiO2 as an isolated structure in a non-equilibrium geometry, computed with the ωB97M-V functional and the def2-TZVPD basis.

Last column: Mulliken charge in e.
Atoms and positions in Å:
Lu: 0.410 -0.312 -4.316  1.1512
Cl: 1.602 1.578 -3.408  -0.5688
C: -0.884 -0.163 -6.260  -1.5883
C: 2.126 -1.422 -5.423  -1.3268
H: -0.573 -0.927 -6.983  0.2883
H: -1.965 -0.309 -6.133  0.3717
H: -0.800 0.805 -6.771  0.2838
H: 1.633 -2.052 -6.180  0.2738
H: 2.846 -2.048 -4.886  0.3370
H: 2.738 -0.690 -5.966  0.2403
Ni: -0.552 0.398 -2.136  -0.3264
C: -1.826 0.787 -3.411  -1.4915
C: 0.230 -1.420 -1.725  -0.9486
H: -2.030 0.205 -4.321  0.6447
H: -2.680 0.623 -2.739  0.3131
H: -1.768 1.864 -3.616  0.2610
H: 1.257 -1.638 -2.060  0.5858
H: -0.448 -2.266 -1.914  0.2578
O: -0.109 3.192 -0.488  -0.6960
C: -0.024 2.103 0.041  0.0842
N: -0.076 1.801 1.389  0.1033
C: 0.022 0.377 1.696  3.0714
C: 0.184 -0.183 0.290  -0.5690
O: 0.410 -1.408 -0.166  -0.5335
N: 0.189 0.826 -0.568  -0.0515
C: 1.291 0.213 2.531  -0.8459
C: 2.246 -0.761 2.240  -0.2615
C: 3.397 -0.831 3.031  -0.7898
C: 3.575 0.048 4.101  -0.3500
C: 2.605 1.022 4.393  -0.7736
C: 1.458 1.105 3.600  0.0172
C: -1.241 -0.071 2.424  -0.0484
C: -1.136 -0.666 3.684  -0.1847
C: -2.279 -0.829 4.472  -0.8863
C: -3.523 -0.457 3.949  -0.5029
C: -3.635 0.058 2.652  -0.7461
C: -2.485 0.247 1.885  -0.5820
H: -0.428 2.502 2.017  0.2955
H: 2.089 -1.437 1.396  0.4998
H: 4.124 -1.596 2.767  0.3822
H: 4.484 -0.028 4.691  0.3492
H: 2.722 1.735 5.206  0.3455
H: 0.703 1.870 3.821  0.1921
H: -0.152 -0.970 4.051  0.3720
H: -2.157 -1.233 5.484  0.3392
H: -4.423 -0.624 4.542  0.3088
H: -4.604 0.338 2.240  0.3483
H: -2.544 0.645 0.875  0.3543

Properties
Frontier orbital gap (spin up / spin down) in hartree: 0.09572 / 0.22219
2S+1: 3
⟨S²⟩: 2.02
Total charge: -2